This record from the OMol25 dataset describes a molecular structure, C59H50O9P2PdS at a distorted geometry. The level of theory is ωB97M-V with the def2-TZVPD basis set.

LUMO level in hartree: -0.0669
Frontier orbital gap in eV: 5.591
Molar mass in g/mol: 1103.47
ΔE to the lowest compared entry with this formula, charge and spin in eV: 0.000
E_HOMO in eV: -7.41
Calculated total energy in eV: -113313.93881

Geometry as ORCA input:
```
! RIJCOSX wB97M-V def2-TZVPD def2/J DEFGRID3
* xyz 0 1
Pd -0.6192 -0.2246 -0.8081
S 0.7611 2.1091 4.9208
P -0.9029 1.5171 -2.2323
P 1.1821 -1.5615 -1.1876
O 1.5859 -2.5854 0.0194
O -0.1610 1.4290 -3.6766
O 0.1619 2.7736 6.0443
O -0.5518 3.0542 -1.7887
O 0.9144 2.8228 3.6558
O -2.4734 1.6156 -2.6709
O -1.4133 -1.0569 5.5127
O 0.9400 -2.5829 -2.4419
O 2.6365 -0.8652 -1.4741
C -3.5316 -1.9696 -1.1552
C -0.7490 -1.8512 -6.1377
C -5.2870 3.9021 -2.9212
C -3.4275 2.5505 -2.2571
C -5.7023 -1.0122 -1.6597
C -4.3695 2.8972 -3.2209
C -4.0702 2.0256 6.9028
C -5.2773 4.4964 -1.6578
C 1.2823 -3.9458 0.1376
C -0.3338 0.2015 2.0594
C 4.7951 1.5062 5.0252
C 2.3485 -4.7972 0.4190
C 2.0218 -5.9292 -3.4844
C 0.0362 0.5621 4.5706
C 5.7863 -1.3867 1.1889
C -0.2472 -5.7665 -0.0392
C 3.3920 -5.7087 -3.6651
C 0.2102 4.0089 -2.4772
C 5.9849 -1.5963 -0.1793
C 3.7389 -0.8690 -0.5901
C 4.9674 -1.2882 -1.0864
C 5.1139 1.5887 6.3841
C -5.5151 -0.0818 -0.6309
C -2.2407 1.1903 5.5409
C 1.7570 -3.6081 -2.9636
C -2.4290 2.2545 4.6589
C 0.8129 -6.6490 0.1736
C 1.1817 -4.8528 -3.1751
C 0.7303 -0.4637 -4.8334
C -4.7121 -1.9737 -1.9034
C -3.0931 1.0568 6.6459
C -0.3313 0.4131 -4.6450
C 3.5537 -0.5531 0.7564
C -1.5595 0.2620 -5.2778
C 2.7719 1.9766 6.8939
C 1.5416 3.7378 -2.7728
C 2.2740 4.6963 -3.4730
C -3.4124 3.2162 4.8948
C 3.1041 -3.3463 -3.2289
C -4.2269 3.1122 6.0278
C -1.7730 -0.9102 -6.0071
C -1.2078 0.1375 5.2232
C -1.5410 0.2261 1.3454
C -3.4286 3.0894 -0.9702
C 2.4504 1.8608 5.5315
C 0.3546 6.1804 -3.4755
C 4.5838 -0.8504 1.6556
C -0.3919 5.2306 -2.7742
C 2.1054 -6.1719 0.4013
C 3.9360 -4.4330 -3.5448
C 1.6815 5.9121 -3.8266
C -4.3710 4.0853 -0.6810
C 3.4739 1.6645 4.6025
C -3.2988 -0.9932 -0.1644
C -0.0243 -4.3873 -0.0221
C -1.9778 -0.9293 0.5383
C 4.0983 1.8290 7.3145
C -4.3438 -0.0901 0.1375
C 0.5039 -1.6222 -5.5726
H 0.1022 -4.9717 -3.0403
H -2.7450 -1.0715 -6.4650
H 2.2685 6.6630 -4.3681
H 3.2315 1.6444 3.5412
H -6.6148 -0.9924 -2.2667
H -2.7452 -2.7036 -1.3641
H 5.0003 -4.2422 -3.7008
H -2.9766 0.1942 7.3093
H -2.2799 1.0289 1.4016
H 6.5780 -1.6259 1.8995
H 1.9921 2.1867 7.6232
H 1.5916 -6.9261 -3.5816
H -6.0031 5.2759 -1.4256
H 5.1095 -1.4082 -2.1626
H 4.0414 -6.5513 -3.9094
H -5.9963 4.2107 -3.6840
H 0.1836 -0.7486 2.2076
H 3.4769 -2.3296 -3.1655
H -0.8369 -3.6689 -0.1590
H 3.3359 -4.3753 0.6179
H 1.6972 -0.2509 -4.3721
H -1.4219 5.4154 -2.4698
H 6.9295 -1.9970 -0.5467
H -6.2862 0.6671 -0.4259
H -0.1025 7.1334 -3.7427
H -2.7261 2.7381 -0.2101
H 4.4257 -0.6565 2.7202
H 2.9286 -6.8607 0.5950
H -4.3407 2.3895 -4.1856
H -1.2606 -6.1427 -0.2043
H -4.3696 4.5384 0.3121
H 5.5728 1.3242 4.2831
H 1.3158 -2.3402 -5.6930
H -3.5258 4.0424 4.1913
H 1.9846 2.7923 -2.4680
H -0.9216 -2.7583 -6.7134
H 4.3425 1.9019 8.3756
H -1.8067 2.3100 3.7636
H -4.7039 1.9319 7.7875
H -2.3284 1.0258 -5.1816
H 0.6316 -7.7295 0.1482
H 0.1961 1.1201 2.2915
H -4.9878 3.8707 6.2258
H 2.6176 -0.1008 1.0869
H -4.8616 -2.7233 -2.6860
H 3.3082 4.4801 -3.7402
H -4.2203 0.6233 0.9536
H -1.5624 -1.8971 0.8475
H 6.1489 1.4689 6.7116
H 0.8339 -0.1839 4.6095
*
```

Löwdin population analysis, charges in e, atoms 1 to 99:
1. Pd 0.4185
2. S 0.6663
3. P 0.7813
4. P 0.7782
5. O -0.2156
6. O -0.2160
7. O -0.3058
8. O -0.2023
9. O -0.3477
10. O -0.2121
11. O 0.0189
12. O -0.2283
13. O -0.2209
14. C -0.0377
15. C -0.0876
16. C -0.0781
17. C -0.2943
18. C -0.0749
19. C -0.0123
20. C -0.0781
21. C -0.0976
22. C -0.2914
23. C 0.0676
24. C -0.0864
25. C 0.0033
26. C -0.0679
27. C -0.1793
28. C -0.0892
29. C -0.0776
30. C -0.0950
31. C -0.2849
32. C -0.0724
33. C -0.2832
34. C -0.0206
35. C -0.0837
36. C -0.0685
37. C -0.1712
38. C -0.2878
39. C -0.0564
40. C -0.0950
41. C -0.0179
42. C -0.0208
43. C -0.0733
44. C -0.0154
45. C -0.2788
46. C -0.0202
47. C -0.0146
48. C -0.0462
49. C -0.0232
50. C -0.0750
51. C -0.0747
52. C -0.0183
53. C -0.0884
54. C -0.0707
55. C -0.4209
56. C -0.1794
57. C -0.0365
58. C -0.2584
59. C -0.0790
60. C -0.0652
61. C -0.0041
62. C -0.0714
63. C -0.0676
64. C -0.0952
65. C -0.0704
66. C -0.0778
67. C -0.2217
68. C -0.0297
69. C -0.2424
70. C -0.0760
71. C -0.0287
72. C -0.0793
73. H 0.1258
74. H 0.1042
75. H 0.1036
76. H 0.1035
77. H 0.1079
78. H 0.1048
79. H 0.1076
80. H 0.1196
81. H 0.0829
82. H 0.1038
83. H 0.1128
84. H 0.1083
85. H 0.1020
86. H 0.1122
87. H 0.1025
88. H 0.1043
89. H 0.0892
90. H 0.0895
91. H 0.0923
92. H 0.1264
93. H 0.1214
94. H 0.1196
95. H 0.1065
96. H 0.1119
97. H 0.1050
98. H 0.1037
99. H 0.0987